## 1
7
Properties=species:S:1:pos:R:3 method="wB97M-V/def2-TZVPD" e_homo_ev="-9.37 / -9.37"
C 3.350 0.035 -0.071
N 4.470 -0.209 -0.135
O -0.924 1.118 -0.058
Si 0.021 -0.180 0.078
H -0.646 2.069 0.098
H -0.647 -1.262 1.035
H 0.682 -0.564 -1.104

=====

## 2
7
Properties=species:S:1:pos:R:3 method="wB97M-V/def2-TZVPD" e_homo_ev=-8.28
C 2.466 0.435 0.492
N 2.923 0.130 -0.490
O -2.216 -0.125 0.728
Si -1.459 0.482 -0.599
H -2.435 -0.987 1.089
H -1.478 -0.414 -1.769
H 2.164 0.640 1.496

=====

Quick one: most stable of them? 2